{"formula": "C53H73N5O2S3SbSrTe", "method": "wB97M-V/def2-TZVPD", "elements": ["Sr", "S", "C", "C", "C", "C", "C", "C", "N", "C", "C", "C", "C", "C", "C", "C", "C", "N", "C", "C", "C", "C", "C", "S", "C", "H", "H", "H", "H", "H", "H", "H", "H", "H", "H", "H", "H", "C", "N", "C", "C", "C", "N", "C", "C", "H", "H", "H", "H", "H", "H", "H", "H", "H", "H", "H", "H", "H", "H", "H", "H", "C", "O", "C", "C", "O", "C", "H", "H", "H", "H", "H", "H", "H", "H", "H", "H", "N", "C", "C", "C", "C", "C", "C", "C", "H", "H", "H", "H", "H", "Te", "C", "C", "C", "C", "S", "H", "H", "H", "C", "C", "C", "C", "Sb", "C", "C", "C", "C", "C", "C", "C", "C", "H", "H", "H", "H", "H", "H", "H", "H", "H", "H", "H", "H", "H", "H", "H", "H", "H", "H", "H", "H", "H", "H", "H", "H", "H", "H", "H"], "xyz": [[1.1891, -0.5178, 0.9886], [-4.8807, 0.6530, 2.5534], [-6.4308, 1.3009, 2.8528], [-6.3646, 2.6047, 3.2334], [-5.0261, 3.0849, 3.2852], [-4.1020, 2.1422, 2.9338], [-2.6361, 2.2856, 2.8781], [-1.8293, 1.3816, 2.1555], [-0.5124, 1.4549, 2.0884], [0.1186, 2.4459, 2.7643], [-0.5873, 3.4020, 3.5005], [0.1301, 4.4231, 4.2234], [1.4757, 4.4723, 4.2010], [2.2323, 3.4982, 3.4629], [3.6353, 3.5075, 3.4211], [4.3317, 2.5372, 2.7327], [3.5547, 1.5661, 2.0703], [2.2359, 1.5485, 2.0772], [1.5631, 2.4953, 2.7605], [5.8010, 2.4850, 2.6763], [6.5944, 1.5902, 2.0168], [7.9836, 1.8331, 2.1943], [8.2200, 2.9071, 2.9918], [6.7707, 3.6298, 3.5270], [-1.9862, 3.3042, 3.5388], [-7.3072, 0.6782, 2.7339], [-7.2336, 3.2069, 3.4652], [-4.7707, 4.1021, 3.5556], [-2.2903, 0.5529, 1.6201], [-0.4443, 5.1416, 4.7964], [2.0089, 5.2401, 4.7510], [4.1681, 4.2945, 3.9456], [4.0408, 0.7715, 1.5018], [6.2181, 0.7672, 1.4229], [8.7650, 1.2331, 1.7477], [9.1707, 3.3197, 3.2997], [-2.5449, 4.0179, 4.1335], [2.8314, -0.6131, -2.6786], [3.4172, 0.1523, -1.5800], [4.6966, -0.4571, -1.2141], [3.6438, 1.5444, -1.9514], [2.3811, 2.3335, -2.2612], [1.5501, 2.6097, -1.0871], [2.0386, 3.8009, -0.4052], [0.1554, 2.8029, -1.4721], [3.4115, -0.5013, -3.6077], [1.8006, -0.3053, -2.8659], [2.8151, -1.6664, -2.3980], [5.4030, -0.4605, -2.0580], [4.5361, -1.4817, -0.8831], [5.1519, 0.1041, -0.3960], [4.3012, 1.5935, -2.8337], [4.1730, 2.0319, -1.1270], [1.7819, 1.7969, -2.9969], [2.6874, 3.2781, -2.7327], [2.0089, 4.6857, -1.0582], [3.0683, 3.6579, -0.0718], [1.4241, 4.0049, 0.4679], [0.0336, 3.5831, -2.2420], [-0.4274, 3.0963, -0.5949], [-0.2584, 1.8697, -1.8530], [-1.3438, -3.1500, 1.5785], [-0.8121, -2.0414, 2.2995], [-0.6574, -2.3289, 3.6801], [-0.2244, -1.1011, 4.4157], [1.0907, -0.7394, 4.0225], [1.7238, 0.1056, 4.9714], [-2.3541, -3.3820, 1.9300], [-0.7037, -4.0266, 1.6943], [-1.3817, -2.8696, 0.5295], [0.0783, -3.1278, 3.8159], [-1.6144, -2.6552, 4.1019], [-0.2523, -1.3185, 5.4883], [-0.9180, -0.2729, 4.2192], [1.7953, -0.3934, 5.9423], [1.1761, 1.0472, 5.0985], [2.7278, 0.3228, 4.6079], [0.2658, -2.1964, -1.3448], [0.4449, -3.1646, -1.9367], [0.6150, -4.3664, -2.7107], [0.0048, -5.5439, -2.2866], [0.1191, -6.6838, -3.0641], [0.8374, -6.6453, -4.2530], [1.4525, -5.4700, -4.6655], [1.3446, -4.3246, -3.8959], [-0.5526, -5.5576, -1.3587], [-0.3560, -7.6027, -2.7458], [0.9138, -7.5368, -4.8633], [2.0126, -5.4451, -5.5916], [1.8137, -3.3995, -4.2081], [2.6009, -3.2672, 0.7689], [3.7376, -3.5644, 2.5184], [3.7495, -2.9028, 3.7164], [4.6103, -3.5022, 4.6885], [5.2418, -4.6085, 4.2141], [4.7907, -4.9223, 2.5889], [3.1548, -2.0182, 3.8993], [4.7385, -3.1286, 5.6974], [5.9419, -5.2601, 4.7165], [-4.3160, -1.4931, -0.3044], [-4.0393, -1.6842, -1.7952], [-3.2821, -2.9963, -2.0111], [-5.3652, -1.7448, -2.5581], [-2.6429, -0.0305, -2.3022], [-2.1500, -0.3616, -4.4463], [-1.3406, 0.8499, -4.9198], [-3.3665, -0.5607, -5.3458], [-1.2366, -1.5853, -4.5168], [-3.9344, 1.7797, -2.2562], [-3.4077, 2.8180, -3.2469], [-5.4150, 1.5275, -2.5230], [-3.7630, 2.3237, -0.8338], [-4.9338, -2.3202, 0.0748], [-4.8566, -0.5610, -0.1162], [-3.3894, -1.4692, 0.2813], [-3.8093, -3.8109, -1.4956], [-2.2617, -2.9532, -1.6209], [-3.2286, -3.2589, -3.0705], [-5.8289, -2.7284, -2.4006], [-5.2404, -1.6118, -3.6311], [-6.0720, -0.9953, -2.2091], [-1.9595, 1.7353, -5.0418], [-0.8885, 0.6280, -5.8953], [-0.5272, 1.0918, -4.2252], [-4.0520, 0.2911, -5.3017], [-3.9172, -1.4636, -5.0814], [-3.0412, -0.6724, -6.3891], [-0.3747, -1.4749, -3.8541], [-0.8633, -1.6995, -5.5429], [-1.7535, -2.5097, -4.2509], [-3.7472, 2.6114, -4.2641], [-2.3166, 2.8811, -3.2466], [-3.7899, 3.8091, -2.9691], [-5.5849, 0.9928, -3.4598], [-5.9429, 2.4896, -2.5865], [-5.8756, 0.9608, -1.7108], [-2.7127, 2.5297, -0.6027], [-4.1478, 1.6231, -0.0846], [-4.3232, 3.2631, -0.7258]], "forces_ev_per_angstrom": [[-0.753, 0.096, -0.295], [0.073, -0.086, 0.065], [-0.056, -0.073, -0.017], [0.087, 0.126, 0.034], [-0.147, 0.116, -0.015], [0.179, -0.066, -0.026], [-0.216, 0.029, 0.028], [0.202, -0.037, -0.084], [-0.038, -0.150, 0.019], [-0.060, -0.161, -0.073], [-0.062, 0.142, 0.130], [-0.129, -0.089, -0.043], [0.036, 0.076, 0.048], [0.104, 0.147, 0.026], [0.021, 0.068, 0.093], [0.171, -0.013, -0.043], [-0.123, -0.059, -0.130], [0.472, -0.017, 0.035], [-0.060, -0.164, -0.208], [-0.151, 0.133, 0.123], [0.137, -0.180, -0.137], [-0.072, -0.106, -0.083], [0.068, 0.100, 0.061], [-0.060, 0.050, 0.031], [0.052, 0.012, 0.115], [0.100, 0.096, 0.017], [0.084, -0.057, -0.013], [-0.022, -0.069, -0.043], [0.038, 0.093, -0.011], [0.038, 0.004, -0.037], [-0.014, -0.052, -0.049], [-0.042, -0.037, 0.011], [-0.061, 0.098, 0.114], [0.022, 0.050, 0.059], [-0.065, 0.033, 0.042], [-0.098, -0.059, -0.048], [0.008, -0.009, -0.029], [-0.067, 0.034, 0.079], [-0.109, -0.180, 0.313], [-0.039, -0.012, -0.018], [-0.163, 0.104, 0.030], [0.000, -0.069, 0.087], [-0.074, -0.067, 0.034], [0.078, -0.119, 0.018], [0.109, 0.075, 0.031], [0.021, 0.000, -0.010], [0.062, -0.015, -0.023], [0.034, 0.019, -0.004], [0.000, 0.047, -0.007], [-0.001, 0.000, 0.021], [0.008, 0.008, -0.044], [0.052, 0.031, -0.020], [0.047, -0.035, -0.024], [-0.030, -0.012, -0.015], [-0.045, 0.025, -0.101], [0.006, 0.024, -0.023], [-0.023, 0.008, -0.002], [-0.053, 0.021, 0.107], [0.001, 0.006, 0.051], [0.030, -0.026, -0.040], [-0.008, -0.011, -0.037], [-0.022, -0.054, 0.081], [0.118, 0.367, -0.288], [-0.056, -0.186, -0.021], [0.033, 0.175, 0.114], [-0.023, 0.135, -0.263], [-0.008, 0.048, -0.002], [0.001, 0.041, 0.028], [0.077, 0.001, -0.016], [0.004, 0.003, -0.009], [0.042, -0.041, -0.049], [-0.047, -0.055, -0.058], [0.059, -0.008, 0.024], [0.028, 0.006, 0.037], [0.005, -0.021, -0.032], [-0.015, -0.047, -0.004], [-0.037, -0.025, 0.007], [0.197, 0.285, 0.405], [-0.003, -0.286, -0.194], [-0.078, 0.176, 0.071], [-0.068, -0.053, 0.068], [0.006, 0.005, -0.014], [-0.018, 0.006, 0.022], [0.016, -0.004, -0.024], [0.035, 0.072, -0.054], [0.024, -0.005, -0.015], [0.023, 0.032, 0.000], [0.019, 0.037, 0.033], [-0.015, -0.001, 0.043], [-0.017, -0.033, -0.003], [0.239, -0.311, 0.165], [0.075, -0.176, 0.034], [0.093, -0.003, -0.007], [-0.087, 0.105, -0.022], [0.025, -0.089, -0.118], [0.002, 0.046, 0.063], [-0.020, -0.071, 0.029], [0.012, -0.004, -0.083], [-0.060, 0.097, 0.023], [-0.036, -0.040, -0.009], [0.024, 0.158, -0.145], [-0.003, 0.004, 0.017], [0.006, -0.095, 0.087], [-0.044, -0.090, -0.079], [-0.134, 0.126, 0.118], [-0.001, -0.061, -0.024], [0.101, 0.052, -0.034], [-0.062, -0.038, 0.000], [0.042, -0.148, 0.006], [-0.026, 0.048, 0.094], [-0.008, 0.131, 0.021], [-0.053, 0.002, -0.011], [0.053, 0.070, -0.019], [0.023, -0.083, 0.001], [-0.073, -0.013, -0.011], [0.020, 0.047, -0.052], [-0.046, -0.026, -0.007], [-0.030, -0.009, 0.096], [0.037, 0.072, 0.019], [-0.044, -0.050, 0.033], [0.015, -0.054, -0.025], [0.062, -0.025, -0.031], [-0.018, -0.009, 0.062], [-0.013, -0.015, -0.065], [0.028, -0.075, -0.005], [0.025, 0.018, -0.053], [-0.024, 0.027, 0.055], [0.006, 0.008, -0.053], [-0.025, 0.003, 0.046], [0.078, 0.061, -0.020], [0.078, -0.013, 0.031], [-0.048, 0.059, 0.015], [-0.035, -0.067, -0.041], [-0.012, 0.049, 0.046], [0.041, -0.067, 0.016], [0.016, 0.046, -0.068], [-0.069, 0.001, -0.004], [0.062, 0.070, -0.048], [0.031, -0.076, 0.005]], "lowdin_charge": [1.03, 1.05, -0.39, -0.16, -0.11, -0.49, -0.18, -0.10, 0.08, -0.17, -0.12, 0.00, 0.00, -0.14, 0.04, -0.18, -0.07, 0.00, -0.21, -0.48, -0.11, -0.16, -0.40, 1.07, 0.06, 0.08, 0.11, 0.11, 0.10, 0.12, 0.12, 0.11, 0.11, 0.10, 0.11, 0.08, 0.13, -0.11, -0.27, -0.11, -0.20, -0.20, -0.25, -0.09, -0.12, 0.10, 0.06, 0.06, 0.10, 0.02, 0.06, 0.13, 0.11, 0.10, 0.13, 0.10, 0.08, 0.07, 0.10, 0.07, 0.02, -0.11, -0.30, -0.19, -0.19, -0.25, -0.08, 0.10, 0.08, 0.05, 0.14, 0.14, 0.14, 0.12, 0.10, 0.09, 0.09, 0.14, -0.24, -0.22, -0.02, -0.06, -0.06, -0.06, -0.02, 0.12, 0.11, 0.11, 0.11, 0.12, 0.67, -1.06, -0.27, -0.21, -0.44, 0.90, 0.06, 0.10, 0.06, -0.16, -0.70, -0.13, -0.10, 1.58, -0.71, -0.13, -0.11, -0.14, -0.70, -0.13, -0.11, -0.15, 0.10, 0.03, 0.04, 0.09, 0.03, 0.07, 0.09, 0.05, 0.06, 0.05, 0.09, 0.06, 0.07, 0.06, 0.09, 0.04, 0.09, 0.06, 0.08, 0.05, 0.09, 0.07, 0.09, 0.06, 0.05, 0.04, 0.09], "gap_ev": 5.38, "e_above_lowest_kj_mol": 27.13, "e_lumo_ev": -3.0, "e_homo_ha": -0.309, "total_charge": 1, "total_energy_ha": -4221.03042}